(1)
Computed, not measured: a structure of composition CH3N4Si, with the ωB97M-V functional and the def2-TZVPD basis.

```
9
CH3N4Si, DFT the ωB97M-V functional and the def2-TZVPD basis
H 0.5090 -0.1969 -1.5462
N -0.9569 0.2172 0.1902
N -1.5445 -0.8154 0.3679
C 1.0238 1.5967 -0.3106
Si 0.7060 -0.0967 0.0014
H 0.9788 -0.0045 1.5853
N -2.2398 -1.7056 0.2995
H 0.6802 -1.6806 0.0441
N 0.8433 2.6857 -0.6317
```

Values from the calculation:
Charge = -1


(2)
Computed, not measured: an isolated molecule of C3H5N3O, with the ωB97M-V functional and the def2-TZVPD basis.

```
12
C3H5N3O, DFT the ωB97M-V functional and the def2-TZVPD basis
C -0.5154 0.4587 1.0835
C 0.1355 0.4605 -0.0973
H -0.4410 1.0623 2.0322
H 0.5733 -0.8136 -2.4223
H -1.5331 -0.8966 2.1128
N -1.5663 -0.4163 1.1673
H 2.0566 0.6595 -0.9584
N 1.2344 1.2722 -0.6339
N -0.1440 -1.3436 -1.8856
H 1.8032 1.6333 0.2394
C -0.3507 -0.7453 -0.7587
O -1.2524 -1.3313 0.1210
```

Values from the calculation:
Charge = 0
SMILES = [H]/N=c1/o[nH]cc1N


(3)
Computed, not measured: a structure of composition C2H3INO2, with the ωB97M-V functional and the def2-TZVPD basis.

```
9
C2H3INO2, DFT the ωB97M-V functional and the def2-TZVPD basis
H -0.7995 -1.1322 -0.8578
I 2.3346 -1.1860 -0.2196
C -0.9998 -0.6299 0.1313
H -2.0219 -0.6969 0.4594
N 1.3527 0.6147 -0.1737
O 1.8667 1.6417 0.0503
C -0.6240 0.6710 -0.0386
O -0.7406 1.8035 -0.1634
H -0.3682 -1.0858 0.8120
```

Values from the calculation:
Charge = +1


(4)
Computed, not measured: an isolated molecule of C3H6N2O2, with the ωB97M-V functional and the def2-TZVPD basis.

```
13
C3H6N2O2, DFT the ωB97M-V functional and the def2-TZVPD basis
H -2.2599 -0.6266 0.8791
O 1.6426 -2.0165 -0.3650
H 0.4378 -2.3735 0.7114
O -0.3812 -1.7446 0.9178
H 0.8320 1.5398 0.2868
C 1.2705 -0.8835 -0.4508
N -1.9479 0.3304 0.5765
C -0.0889 1.6975 -0.3617
C -0.7133 0.4700 0.2610
H -0.6222 2.6925 -0.1623
H 1.7654 0.0125 -0.9247
H 0.0217 1.5663 -1.4437
N 0.0434 -0.6641 0.0756
```

Values from the calculation:
Charge = 0
SMILES = [H]/N=C(/C)N(O)C=O


no.,E_HOMO (eV),F_max (eV/A)
1,-4.0,4.062
2,-8.4,3.741
3,-14.9,5.220
4,-9.6,4.403